Density functional theory data (ωB97M-V/def2-TZVPD) for a structure of composition C5H11BO at a distorted geometry.

Its multiplicity is 1. Its charge is 0. The relative energy (zero: lowest compared OMol25 entry of this formula, charge and spin) is 391.89 kJ/mol.

Geometry as XYZ:
```
18
Properties=species:S:1:pos:R:3:forces:R:3:lowdin_charge:R:1
B 1.034 -1.756 0.552 0.4976 1.0346 -1.4553 -0.407
C -1.730 -0.722 0.246 6.7158 0.2194 1.1079 0.012
C 0.243 -0.487 0.500 -5.5241 1.7276 -0.6015 0.007
C -2.557 0.488 0.098 -2.2743 -2.6256 -0.5987 -0.173
C 1.230 1.277 -1.084 -0.3714 -1.9566 1.0429 -0.093
C 0.789 0.942 0.368 0.2886 -0.6698 2.1251 -0.280
O 2.367 -1.637 0.225 -0.4539 0.9504 0.6484 0.091
H 0.480 -2.748 0.501 -0.4727 -1.6608 0.4949 0.057
H -1.884 -1.792 0.404 -0.6254 0.6182 -0.1960 0.046
H -1.901 1.327 0.127 -0.0587 0.9355 -0.2720 0.031
H -3.325 0.477 0.926 0.7272 0.4553 -0.6419 0.087
H -3.202 0.325 -0.868 1.2310 0.9291 1.4378 0.111
H 0.410 0.941 -1.740 0.4350 0.3890 0.0321 0.083
H 2.164 0.768 -1.362 -0.3694 0.1608 0.0912 0.078
H 1.349 2.314 -1.067 0.3139 1.7104 -0.6793 0.040
H 1.645 0.993 1.197 -1.3599 0.0872 -2.0117 0.145
H 0.056 1.740 0.716 0.6166 -1.0981 -0.4482 0.097
H 2.832 -2.449 0.261 0.6843 -1.2067 -0.0755 0.067
```
Positions in Å, forces in eV/Å.